Record 1
# C2H10NO

A cluster of 3 separate species, C2H10NO in total in a non-equilibrium geometry (the ωB97M-V functional and the def2-TZVPD basis, OMol25).

Structure (XYZ):
```
14
Properties=species:S:1:pos:R:3:nbo_charge:R:1
C -2.16 0.11 0.70 -0.478
N -2.04 -0.62 -0.54 -0.334
C 2.72 0.25 0.14 -0.773
H -3.08 0.70 0.67 0.302
H -1.27 0.72 0.77 0.250
H -2.19 -0.52 1.60 0.272
H 2.23 -0.24 -0.75 0.264
H -1.04 -0.63 -0.92 0.391
H 2.31 -0.19 1.05 0.229
H 3.77 -0.08 0.11 0.271
H 2.60 1.32 0.09 0.229
H -2.59 -1.48 -0.67 0.414
H 0.40 0.69 -1.45 0.487
O 0.35 -0.05 -0.80 -0.524
```

The HOMO energy is -15.302 eV. The LUMO energy comes out at -10.25 eV. As for the charge: +1. The energy above the lowest of the compared OMol25 structures with the same formula, charge and spin comes out at 771.82 kJ/mol.

---

Record 2
# C2H10NO

A cluster of 2 separate species, C2H10NO in total in a non-equilibrium geometry (the ωB97M-V functional and the def2-TZVPD basis, OMol25).

Structure (XYZ):
```
14
Properties=species:S:1:pos:R:3:nbo_charge:R:1
O 1.57 1.97 -0.72 -0.982
H 1.79 2.88 -0.45 0.508
H 0.99 0.55 0.30 0.470
H 1.91 1.86 -1.62 0.503
C -1.70 -0.58 -0.12 -0.651
C -0.28 -1.16 -0.07 -0.204
N 0.61 -0.26 0.81 -0.689
H -1.81 0.30 0.51 0.219
H -2.42 -1.32 0.21 0.248
H -2.04 -0.23 -1.09 0.253
H 0.29 -1.21 -0.98 0.230
H -0.36 -2.08 0.50 0.227
H 1.41 -0.80 1.14 0.435
H 0.05 0.10 1.58 0.432
```

The HOMO energy is -16.445 eV. The LUMO energy comes out at -3.34 eV. As for the charge: +1. The energy above the lowest of the compared OMol25 structures with the same formula, charge and spin comes out at 18.92 kJ/mol.

---

Record 3
# C2H10NO4

A structure of composition C2H10NO4 in a non-equilibrium geometry (the ωB97M-V functional and the def2-TZVPD basis, OMol25).

Structure (XYZ):
```
17
Properties=species:S:1:pos:R:3:nbo_charge:R:1
O 2.12 -1.12 -0.15 -0.282
C 1.62 -1.16 -1.25 0.264
O 0.85 1.02 1.47 -0.983
C 0.17 -1.03 -1.30 0.394
N -0.46 -0.77 -0.02 -0.790
H 1.38 1.32 2.21 0.499
H 2.11 -1.17 -2.24 0.206
H -0.33 -0.56 -2.14 0.250
H -1.15 -1.49 0.23 0.513
H 0.31 -0.64 0.67 0.508
H -0.97 0.14 -0.05 0.524
H -1.86 1.07 0.27 0.469
H -1.28 2.69 -0.40 0.499
O -1.00 1.86 0.03 -1.054
H 0.54 1.80 0.99 0.518
H -3.27 0.01 0.57 0.506
O -2.30 0.03 0.57 -1.040
```

The HOMO energy is -14.076 eV. The LUMO energy comes out at -9.64 eV. As for the charge: +1. The energy above the lowest of the compared OMol25 structures with the same formula, charge and spin comes out at 825.81 kJ/mol.

---

Record 4
# C2H10NOS2

A cluster of 2 separate species, C2H10NOS2 in total in a non-equilibrium geometry (the ωB97M-V functional and the def2-TZVPD basis, OMol25).

Structure (XYZ):
```
16
Properties=species:S:1:pos:R:3:nbo_charge:R:1
N 0.21 -0.79 0.75 -0.682
C -0.83 -0.73 -0.33 -0.230
C -1.31 0.69 -0.55 -0.557
S -1.59 1.59 1.02 0.050
S -1.69 3.48 0.43 -0.051
H -0.18 -0.35 1.59 0.445
H 1.08 -0.25 0.55 0.461
H 0.57 -1.73 0.87 0.452
H -1.61 -1.43 -0.05 0.233
H -0.35 -1.09 -1.24 0.241
H -0.52 1.26 -1.05 0.234
H -2.23 0.62 -1.13 0.259
H -0.43 3.93 0.61 0.138
H 3.02 -1.53 -1.25 0.501
H 3.17 -2.16 0.14 0.496
O 2.66 -1.52 -0.36 -0.990
```

The HOMO energy is -12.979 eV. The LUMO energy comes out at -3.38 eV. As for the charge: +1. The energy above the lowest of the compared OMol25 structures with the same formula, charge and spin comes out at 32.05 kJ/mol.

---

Record 5
# C2H10NS

A cluster of 2 separate species, C2H10NS in total in a non-equilibrium geometry (the ωB97M-V functional and the def2-TZVPD basis, OMol25).

Structure (XYZ):
```
14
Properties=species:S:1:pos:R:3:nbo_charge:R:1
N -2.06 0.20 -1.32 -0.900
H -3.04 0.44 -1.51 0.451
H -1.39 0.86 -1.80 0.467
H -1.80 0.17 -0.30 0.470
H -2.01 -0.76 -1.66 0.451
C 1.08 0.06 -1.15 -0.601
C 1.49 0.07 0.28 -0.512
S 0.01 -0.12 1.37 -0.080
H 0.46 0.99 -1.44 0.158
H 0.46 -0.85 -1.31 0.188
H 2.04 0.04 -1.68 0.250
H 2.20 -0.81 0.33 0.253
H 1.87 1.12 0.48 0.245
H 0.16 -1.49 1.45 0.160
```

The HOMO energy is -13.410 eV. The LUMO energy comes out at -3.93 eV. As for the charge: +1. The energy above the lowest of the compared OMol25 structures with the same formula, charge and spin comes out at 74.02 kJ/mol.

---

Record 6
# C2H10NS2

A cluster of 2 separate species, C2H10NS2 in total in a non-equilibrium geometry (the ωB97M-V functional and the def2-TZVPD basis, OMol25).

Structure (XYZ):
```
15
Properties=species:S:1:pos:R:3:nbo_charge:R:1
C -1.83 -1.74 -0.69 -0.419
N -0.35 -1.65 -0.41 -0.698
H -2.09 -2.79 -0.79 0.237
H -2.07 -1.17 -1.58 0.243
H -2.34 -1.40 0.20 0.237
H -0.12 -1.73 0.57 0.447
H 0.16 -2.37 -0.93 0.435
H 0.03 -0.77 -0.79 0.449
C 1.11 2.30 1.59 -0.750
S 1.56 0.86 0.60 0.065
S 0.80 1.31 -1.25 -0.150
H 1.19 3.20 0.98 0.250
H 0.14 2.21 2.05 0.230
H 1.87 2.42 2.36 0.253
H 1.97 1.33 -1.90 0.169
```

The HOMO energy is -12.888 eV. The LUMO energy comes out at -3.38 eV. As for the charge: +1. The energy above the lowest of the compared OMol25 structures with the same formula, charge and spin comes out at 23.24 kJ/mol.

---

Record 7
# C2H10O2S2

A cluster of 3 separate species, C2H10O2S2 in total in a non-equilibrium geometry (the ωB97M-V functional and the def2-TZVPD basis, OMol25).

Structure (XYZ):
```
16
Properties=species:S:1:pos:R:3:nbo_charge:R:1
C 2.54 1.76 2.57 -0.657
C 1.16 1.55 2.22 -0.565
S 0.48 2.87 1.20 -0.144
S -1.49 2.86 1.50 -0.635
H 2.54 2.94 2.69 0.228
H 3.29 1.49 1.73 0.205
H 2.77 1.02 3.35 0.217
H 0.40 1.64 2.99 0.220
H 0.82 0.43 1.83 0.192
H -1.81 2.40 0.29 0.050
H -0.20 -5.75 -2.40 0.464
H -0.89 -5.23 -3.75 0.472
O -0.73 -5.03 -2.75 -0.941
H -3.62 -0.60 -3.68 0.445
H -2.16 -1.02 -3.77 0.455
O -3.10 -1.33 -4.02 -1.006
```

The HOMO energy (alpha / beta) is 0.697 / -5.223 eV. The LUMO energy (alpha / beta) comes out at 2.56 / 2.56 eV. The spin multiplicity is 2. As for the charge: -1. The energy above the lowest of the compared OMol25 structures with the same formula, charge and spin comes out at 236.14 kJ/mol.

---

Record 8
# C2H10O2Si2

A cluster of 2 separate species, C2H10O2Si2 in total in a non-equilibrium geometry (the ωB97M-V functional and the def2-TZVPD basis, OMol25).

Structure (XYZ):
```
16
Properties=species:S:1:pos:R:3:nbo_charge:R:1
C 0.54 -2.47 1.20 -0.621
C 1.01 -1.02 1.22 -0.038
O -0.70 2.58 -2.93 -1.127
O 0.04 -0.20 0.65 -0.908
Si 0.02 1.53 -3.94 0.979
Si -0.51 1.28 1.03 1.242
H 1.26 -3.11 1.68 0.209
H -0.42 -2.55 1.72 0.209
H 0.39 -2.79 0.17 0.211
H 1.94 -0.91 0.65 0.168
H 1.21 -0.71 2.25 0.162
H -1.63 2.62 -2.71 0.506
H -0.14 2.18 -0.05 -0.203
H -1.14 0.71 -4.41 -0.357
H -1.95 1.12 1.17 -0.212
H 0.07 1.74 2.30 -0.219
```

The HOMO energy is -8.479 eV. The LUMO energy comes out at -0.02 eV. As for the charge: 0. The energy above the lowest of the compared OMol25 structures with the same formula, charge and spin comes out at 440.65 kJ/mol.

---

Record 9
# C2H10O4

A cluster of 4 separate species, C2H10O4 in total in a non-equilibrium geometry (the ωB97M-V functional and the def2-TZVPD basis, OMol25).

Structure (XYZ):
```
16
Properties=species:S:1:pos:R:3:nbo_charge:R:1
C 2.55 2.53 0.49 -0.585
C 1.36 2.01 0.69 0.178
O 0.97 1.28 1.71 -0.686
H 2.77 3.05 -0.41 0.213
H 3.32 2.62 1.25 0.204
H 0.33 1.95 0.08 0.197
H 1.60 1.03 2.37 0.479
O -2.25 -2.97 4.50 -0.946
H -3.04 -2.62 4.03 0.475
H -2.34 -2.79 5.44 0.471
O -4.17 -2.56 -2.48 -0.913
H -4.88 -2.14 -2.90 0.455
H -3.59 -2.49 -3.37 0.458
O 2.07 0.35 -3.82 -0.947
H 2.73 0.30 -4.58 0.472
H 2.59 0.45 -3.00 0.475
```

The HOMO energy is -9.044 eV. As for the SMILES: C=CO.O.O.O. The LUMO energy comes out at 0.84 eV. As for the charge: 0. The energy above the lowest of the compared OMol25 structures with the same formula, charge and spin comes out at 210.00 kJ/mol.

---

Record 10
# C2H10Si2

The molecule C2H10Si2 in a non-equilibrium geometry (the ωB97M-V functional and the def2-TZVPD basis, OMol25).

Structure (XYZ):
```
14
Properties=species:S:1:pos:R:3:nbo_charge:R:1
C -0.33 -1.16 1.10 -0.620
C 0.37 0.01 0.28 -1.010
Si -0.73 1.77 0.23 0.773
Si 0.83 -0.52 -1.49 0.844
H -1.04 -1.69 0.44 0.209
H -1.00 -0.87 2.01 0.222
H 0.47 -1.88 1.30 0.219
H 1.32 0.29 0.75 0.247
H -0.20 2.45 1.57 -0.137
H -0.92 2.76 -0.91 -0.130
H -2.16 1.15 0.38 -0.160
H 2.26 -1.08 -1.63 -0.174
H 0.99 0.65 -2.36 -0.145
H 0.13 -1.89 -1.66 -0.138
```

The HOMO energy is -9.941 eV. As for the SMILES: CC([SiH3])[SiH3]. The LUMO energy comes out at 0.85 eV. As for the charge: 0. The energy above the lowest of the compared OMol25 structures with the same formula, charge and spin comes out at 115.45 kJ/mol.

---

Record 11
# C2H10Si4

A cluster of 2 separate species, C2H10Si4 in total in a non-equilibrium geometry (the ωB97M-V functional and the def2-TZVPD basis, OMol25).

Structure (XYZ):
```
16
Properties=species:S:1:pos:R:3:nbo_charge:R:1
C 2.18 0.01 0.24 -1.348
C 0.51 -1.27 1.65 -1.364
Si 0.23 -0.24 -0.02 0.728
Si 2.25 -0.45 2.20 1.020
Si -0.73 1.75 0.66 0.351
Si -1.56 -0.76 -2.42 0.498
H 2.75 -0.73 -0.32 0.254
H 2.58 0.98 -0.07 0.237
H -0.30 -1.24 2.39 0.240
H 0.68 -2.33 1.44 0.259
H -1.20 2.55 -0.47 -0.139
H 0.15 2.64 1.43 -0.142
H -1.88 1.52 1.54 -0.139
H -1.31 0.23 -3.46 -0.150
H -2.87 -0.55 -1.81 -0.154
H -1.49 -2.11 -2.98 -0.153
```

The HOMO energy is -7.959 eV. The LUMO energy comes out at -0.81 eV. As for the charge: 0. The energy above the lowest of the compared OMol25 structures with the same formula, charge and spin comes out at 0.00 kJ/mol.

---

Record 12
# C2H11N2

A cluster of 2 separate species, C2H11N2 in total in a non-equilibrium geometry (the ωB97M-V functional and the def2-TZVPD basis, OMol25).

Structure (XYZ):
```
15
Properties=species:S:1:pos:R:3:nbo_charge:R:1
N -1.22 1.68 0.40 -0.882
C -0.27 2.54 -0.32 -0.417
H -1.22 1.92 1.40 0.368
H -2.17 1.84 0.06 0.369
H 0.74 2.35 0.07 0.191
H -0.48 3.62 -0.24 0.194
H -0.30 2.26 -1.39 0.193
C 1.35 -2.07 0.11 -0.435
N -0.13 -1.98 -0.10 -0.685
H 1.70 -3.11 -0.06 0.244
H 1.61 -1.77 1.13 0.247
H 1.87 -1.41 -0.60 0.247
H -0.38 -2.26 -1.07 0.448
H -0.63 -2.61 0.56 0.449
H -0.46 -1.01 0.05 0.470
```

The HOMO energy is -13.060 eV. The LUMO energy comes out at -3.75 eV. As for the charge: +1. The energy above the lowest of the compared OMol25 structures with the same formula, charge and spin comes out at 104.08 kJ/mol.